This record from the Open Molecules 2025 dataset describes 2 unconnected molecules or ions with the total composition C4H14N2OS. The level of theory is wB97M-V/def2-TZVPD.

Properties
- Kohn-Sham gap: 10.019 eV
- Charge: 0
- Energy relative to the best compared isomer or geometry (same formula, charge and spin): 45.1 kJ/mol
- Structure (SMILES): NCCNCCS.O
- Calculated total energy: -20237.5615 eV

Positions of all 22 atoms, in Å:
C (-0.6175, -1.4215, 0.7990)
N (0.5904, -0.7512, 0.2990)
C (0.6296, -0.6610, -1.1533)
C (1.7347, 0.2684, -1.5951)
S (3.3622, -0.2989, -0.9686)
C (-1.8037, -0.4668, 0.8199)
N (-1.6444, 0.6194, 1.7759)
H (-0.8574, -2.2809, 0.1637)
H (-0.3166, -1.7517, 1.7947)
H (3.8422, -0.7644, -2.1270)
H (-0.3361, -0.3016, -1.5089)
H (0.7358, -1.6457, -1.6205)
H (1.8783, 0.3290, -2.6673)
H (1.5508, 1.2558, -1.2234)
H (-2.6261, -1.0918, 1.1971)
H (-2.0264, -0.1395, -0.1853)
H (-0.8111, 0.4961, 2.3442)
H (1.3855, -1.3206, 0.5659)
H (-1.5043, 1.5251, 1.3490)
H (-3.9822, 2.0345, 1.3593)
H (-5.3993, 2.4852, 1.6086)
O (-4.6799, 2.5751, 0.9692)

Atomic forces in eV per Å
0.92 0.66 -0.59
0.07 -0.22 -0.19
-0.34 -0.12 -0.15
0.55 -0.60 -0.20
0.08 0.17 0.21
0.04 -1.14 1.29
0.11 0.75 0.15
-0.17 -0.26 0.17
-0.61 -0.17 0.14
-0.07 -0.03 -0.02
-0.03 0.32 -0.02
0.20 -0.17 -0.06
-0.40 -0.02 -0.19
0.02 0.55 0.30
-0.21 0.18 -0.48
-0.19 0.29 -0.16
-0.15 -0.19 -0.08
0.11 0.18 0.13
-0.01 -0.08 -0.30
0.12 -0.03 -0.04
0.08 0.11 -0.22
-0.11 -0.17 0.33

=====

This record from the Open Molecules 2025 dataset describes a molecular structure, C4H6FO4Sc. The level of theory is wB97M-V/def2-TZVPD.

Properties
- Kohn-Sham gap: 9.050 eV
- Charge: +2
- Energy relative to the best compared isomer or geometry (same formula, charge and spin): 0.0 kJ/mol
- Calculated total energy: -35837.1620 eV

Positions of all 16 atoms, in Å:
O (1.7207, -0.4998, -1.8730)
C (2.2780, -0.9578, -0.8973)
C (1.6991, -0.9937, 0.4908)
O (0.2943, -1.1601, 0.5699)
C (-0.5375, -0.1626, 0.4116)
O (-1.6468, -0.3978, 1.0251)
O (-0.3138, 0.8535, -0.2479)
C (-2.5313, 0.7055, 1.2849)
H (2.0291, -0.0773, 1.0097)
F (-0.4964, 1.6533, -3.7712)
H (3.3325, -1.2858, -0.9571)
H (2.1255, -1.8491, 1.0272)
H (-3.2291, 0.3421, 2.0414)
H (-1.9593, 1.5599, 1.6613)
H (-3.0613, 0.9691, 0.3632)
Sc (0.2963, 1.3004, -2.1385)

Atomic forces in eV per Å
-1.25 1.50 -0.95
0.85 -0.07 1.13
0.41 -0.26 -0.09
-0.13 0.19 -0.23
-1.78 -2.56 2.16
1.52 -0.09 -0.36
0.82 1.99 -1.85
-0.96 0.83 -0.08
0.05 -0.17 -0.05
1.01 -0.59 2.53
-0.27 -0.07 -0.24
-0.10 0.16 -0.04
0.17 0.08 -0.22
-0.14 -0.24 -0.03
0.03 -0.06 0.27
-0.21 -0.64 -1.94